C7H14 in the gas phase, computed with the ωB97M-V functional and the def2-TZVPD basis.

Computed properties:
LUMO energy   0.97 eV
SMILES   CC(C)(C)C1CC1
Gap between HOMO and LUMO   0.409 Ha

```
21
Properties=species:S:1:pos:R:3:forces:R:3
C -0.489 1.638 0.376 0.033 0.068 0.000
C -0.536 0.114 0.201 -0.016 0.002 0.018
C -1.277 -0.222 -1.098 -0.017 -0.008 -0.079
C -1.327 -0.486 1.375 -0.045 -0.021 0.049
C 0.877 -0.504 0.255 -0.052 -0.033 0.160
C 2.131 0.156 -0.250 0.139 0.183 0.005
C 1.617 -1.085 -0.921 -0.004 -0.165 -0.157
H 0.083 1.914 1.270 -0.073 -0.051 -0.109
H -0.024 2.131 -0.485 -0.048 -0.101 0.125
H -1.502 2.046 0.482 0.139 -0.085 -0.026
H -2.304 0.161 -1.050 0.162 -0.047 -0.028
H -0.797 0.228 -1.976 -0.040 -0.053 0.152
H -1.324 -1.305 -1.258 0.012 0.153 0.037
H -0.859 -0.231 2.333 -0.055 -0.032 -0.151
H -2.356 -0.107 1.391 0.137 -0.046 -0.022
H -1.369 -1.580 1.302 0.008 0.159 -0.010
H 1.037 -1.056 1.179 0.020 0.046 -0.118
H 2.051 1.093 -0.796 -0.070 -0.160 0.062
H 3.023 0.086 0.367 -0.159 -0.001 -0.113
H 2.153 -2.021 -0.784 -0.076 0.177 0.017
H 1.192 -0.969 -1.913 0.004 0.013 0.185
```
Forces are in eV/Å.

***

A molecular structure, C28H24Cl3CrN2O2S5Se, computed with the ωB97M-V functional and the def2-TZVPD basis.

Computed properties:
⟨S²⟩   6.029
2S+1   5
Net charge   -1
LUMO energy (alpha / beta)   2.01 / 2.01 eV
Gap between HOMO and LUMO (alpha / beta)   0.216 / 0.224 Ha

```
66
Properties=species:S:1:pos:R:3:forces:R:3
Cr 0.415 -0.432 -0.158 0.150 0.220 0.225
O 1.757 -2.733 6.046 0.127 0.182 0.055
C 1.620 -2.167 4.986 -0.248 -0.368 -0.120
S 2.667 -2.409 3.588 0.107 0.078 0.038
C 1.789 -1.388 2.458 0.018 0.061 -0.122
C 0.674 -0.795 2.924 -0.052 0.083 -0.034
S -0.385 0.257 2.001 -0.020 -0.200 0.151
S 0.257 -1.111 4.602 -0.029 0.066 0.057
S 2.433 -1.224 0.834 0.180 -0.157 0.146
Cl -4.886 -8.299 5.717 0.006 0.025 -0.025
C -4.674 -7.045 4.529 0.013 -0.051 0.065
C -5.592 -6.914 3.504 -0.033 0.023 -0.059
C -5.414 -5.907 2.568 -0.015 -0.041 0.031
C -4.335 -5.034 2.638 0.019 0.037 -0.038
C -4.144 -3.955 1.590 -0.064 -0.044 0.114
C -3.122 -4.388 0.540 -0.102 0.092 -0.053
N -2.565 -3.251 -0.170 0.071 -0.194 -0.113
C -2.913 -2.780 -1.419 -0.056 0.018 0.113
C -2.103 -1.716 -1.660 0.081 0.045 -0.032
N -1.267 -1.533 -0.585 -0.356 -0.280 -0.009
C -1.569 -2.471 0.288 -0.119 0.089 0.054
O -5.363 -3.676 0.926 0.120 0.117 -0.151
C -6.033 -2.508 1.410 -0.104 -0.060 0.080
C -5.405 -1.235 0.938 0.069 -0.002 -0.083
C -4.534 -0.458 1.648 -0.016 -0.064 0.057
Cl -4.012 -0.708 3.265 -0.009 -0.008 0.005
S -3.966 0.890 0.766 0.142 0.101 0.066
C -4.922 0.458 -0.580 0.006 -0.019 -0.100
C -5.619 -0.686 -0.363 -0.029 -0.041 0.035
C -3.430 -5.199 3.684 -0.002 -0.007 0.043
Cl -2.070 -4.134 3.845 0.033 0.037 -0.031
C -3.588 -6.195 4.635 0.010 0.023 -0.019
H -6.434 -7.590 3.442 -0.002 0.006 0.001
H -6.128 -5.777 1.766 0.009 0.001 0.003
H -3.768 -3.055 2.081 0.046 -0.013 -0.019
H -3.626 -5.035 -0.179 0.026 -0.022 -0.012
H -2.310 -4.953 0.995 0.017 0.052 0.056
H -3.705 -3.229 -1.991 0.002 -0.009 0.001
H -2.040 -1.065 -2.515 0.009 -0.016 -0.004
H -1.104 -2.595 1.256 0.006 -0.010 -0.017
H -6.088 -2.533 2.503 0.024 0.000 0.011
H -7.047 -2.586 1.018 -0.016 0.006 0.014
H -4.887 1.056 -1.476 -0.004 -0.007 0.004
H -6.267 -1.144 -1.098 0.010 0.001 0.007
H -2.876 -6.297 5.441 -0.005 -0.001 -0.003
C 3.245 -1.447 -7.492 -0.011 -0.014 -0.009
C 2.598 -0.937 -6.230 0.021 0.007 0.003
C 1.319 -0.403 -6.237 -0.034 0.006 0.001
C 0.713 0.080 -5.080 0.001 -0.024 -0.013
C -0.681 0.637 -5.179 -0.003 0.001 -0.016
C 1.407 0.038 -3.858 0.060 -0.162 -0.027
Se 0.555 0.788 -2.311 -0.038 0.383 -0.370
C 2.705 -0.499 -3.837 -0.001 0.027 0.002
C 3.548 -0.563 -2.592 0.000 0.004 -0.007
C 3.268 -0.976 -5.017 -0.013 -0.008 0.006
H 2.566 -1.361 -8.341 0.001 0.001 0.002
H 3.533 -2.496 -7.398 -0.006 0.003 0.012
H 4.150 -0.883 -7.731 -0.002 0.006 0.005
H 0.766 -0.362 -7.171 0.004 0.005 0.004
H -1.054 0.540 -6.200 -0.015 0.010 0.007
H -0.713 1.688 -4.887 0.025 -0.002 -0.001
H -1.360 0.119 -4.499 0.012 -0.008 -0.021
H 2.971 -0.341 -1.701 -0.012 0.001 0.043
H 4.361 0.166 -2.641 -0.010 0.011 -0.017
H 3.996 -1.552 -2.481 0.003 0.006 0.010
H 4.273 -1.389 -4.977 -0.005 0.000 -0.002
```
Forces are in eV/Å.

***

C2H3BrN2S in the gas phase, computed with the ωB97M-V functional and the def2-TZVPD basis.

Computed properties:
LUMO energy (alpha / beta)   -0.98 / -0.98 eV
Gap between HOMO and LUMO (alpha / beta)   0.273 / 0.273 Ha

```
9
Properties=species:S:1:pos:R:3:forces:R:3
C -0.347 1.087 0.069 -1.020 -1.747 -0.661
C -0.974 -0.043 -0.249 -1.585 0.692 0.215
N 0.953 1.286 0.031 4.315 -0.787 -0.378
N 1.038 -1.203 0.266 1.834 -0.947 -0.260
S 1.917 0.045 0.069 -0.890 1.048 0.437
Br -2.823 -0.141 -0.023 -0.340 -0.052 -0.272
H -0.862 1.923 0.285 -2.043 2.757 0.984
H -0.430 -0.880 -0.576 -0.841 -0.733 -0.418
H 1.528 -2.074 0.126 0.569 -0.232 0.354
```
Forces are in eV/Å.

***

2 unconnected molecules or ions with the total composition C5H11O2, computed with the ωB97M-V functional and the def2-TZVPD basis.

Computed properties:
Net charge   -1
LUMO energy   3.60 eV
Gap between HOMO and LUMO   0.268 Ha

```
18
Properties=species:S:1:pos:R:3:forces:R:3
C 0.012 -2.240 0.355 1.334 3.480 -2.282
C 1.180 -1.471 1.223 -0.405 -1.207 -3.592
O 1.222 -1.639 2.413 -0.344 -0.383 2.865
O 1.937 -0.835 0.468 0.499 0.780 -0.150
H 0.119 -1.808 -0.738 -0.035 -0.704 1.890
H -0.913 -1.801 0.666 -0.995 -0.523 0.550
H 0.056 -3.278 0.181 -0.114 -1.426 0.700
C -1.449 2.426 -1.093 -0.612 0.103 0.781
C -1.590 1.146 -0.291 0.846 -3.432 0.098
C -0.631 2.184 -2.411 1.521 1.946 1.660
H -2.449 2.774 -1.301 -0.637 -0.051 -0.697
H -1.155 3.288 -0.401 0.604 -1.242 -1.016
H -2.012 0.175 -0.690 -0.301 1.360 -1.500
H -2.180 1.023 0.598 -0.066 1.412 1.015
H -0.709 1.093 -2.660 0.181 1.280 -0.243
H -1.000 2.949 -3.162 0.515 -1.386 0.399
H -0.646 0.601 -0.097 0.337 1.141 0.461
H 0.493 2.504 -2.138 -2.328 -1.147 -0.938
```
Forces are in eV/Å.

***

E (computed, eV): -7485.41508, -222017.00535, -85977.21501, -9458.19498
Energy above the lowest of the compared OMol25 structures with the same formula, charge and spin (computed, eV): 0.8793, 0.0065, 2.7741, 1.8342